(1)
DFT (the ωB97M-V functional and the def2-TZVPD basis) results for a single C6H9BBrNO2 molecule.

Geometry as XYZ:
```
20
Properties=species:S:1:pos:R:3:forces:R:3
C -0.034 -1.574 1.382 0.48 0.83 1.85
C 0.104 -0.384 0.549 -2.50 1.15 -4.04
C -0.115 0.871 1.193 0.11 2.06 0.17
C -0.445 2.010 0.545 0.75 -1.81 0.29
N -0.967 2.170 -0.702 0.46 1.33 -0.30
C -1.458 1.187 -1.280 -1.70 -1.94 -2.55
C -1.376 -0.238 -0.910 2.82 -1.00 1.88
Br -3.061 -1.006 -0.468 -0.24 -0.03 0.08
B 1.354 -0.400 -0.495 1.02 0.23 1.90
O 2.541 -0.228 0.237 -1.27 0.02 -0.19
O 1.324 -0.639 -1.834 -3.34 -0.61 1.91
H 0.809 -2.141 1.098 0.54 -1.74 0.50
H -0.974 -2.008 1.249 -1.36 -1.28 -0.58
H -0.060 -1.308 2.476 0.57 -0.24 -0.94
H 0.053 1.018 2.262 0.30 -0.42 -0.16
H -0.238 2.919 0.963 0.04 2.19 1.69
H -2.068 1.359 -2.204 0.34 0.07 0.73
H -0.864 -0.899 -1.621 -0.48 0.54 0.15
H 3.406 -0.296 -0.150 0.34 -0.07 -0.54
H 2.071 -0.415 -2.290 3.10 0.71 -1.84
```
Positions in Å, forces in eV/Å.

Properties
**Gap between HOMO and LUMO**: 0.30317 Eh
**Relative energy (zero: lowest compared OMol25 entry of this formula, charge and spin)**: 7.7 kcal per mole
**Lowest unoccupied orbital energy**: 0.0803 eV
**SMILES string**: C/C(=C/C=N\C=C\Br)B(O)O
**E_HOMO**: -8.17 eV
**Calculated total energy**: -3038.11637 hartree
**Net charge**: 0



(2)
DFT (the ωB97M-V functional and the def2-TZVPD basis) results for a single C3H4N4O2 molecule.

Geometry as XYZ:
```
13
Properties=species:S:1:pos:R:3:forces:R:3
O -1.852 -2.506 -1.066 1.25 2.96 3.18
C -1.198 -2.219 -0.018 2.07 -8.51 -0.44
O -0.423 -3.191 0.626 -3.37 5.83 -1.96
N -1.131 -0.848 0.606 1.55 1.66 -1.35
C -0.187 -0.018 0.116 -0.51 -0.30 0.32
N 0.711 -0.367 -0.983 0.91 6.54 2.64
C 1.482 0.881 -1.061 -3.82 -1.74 3.11
N 1.029 1.823 -0.038 2.76 -0.98 -3.49
N -0.015 1.308 0.683 0.49 -3.01 -2.11
H -1.724 -0.512 1.373 0.37 -0.67 -0.61
H 2.326 1.120 -1.789 -1.44 -0.36 1.30
H 1.470 2.749 0.088 -0.84 -0.98 0.20
H -0.487 1.782 1.463 0.58 -0.44 -0.78
```
Positions in Å, forces in eV/Å.

Properties
**Gap between HOMO and LUMO**: 0.24955 Eh
**Relative energy (zero: lowest compared OMol25 entry of this formula, charge and spin)**: 95.9 kcal per mole
**Lowest unoccupied orbital energy**: -0.7715 eV
**E_HOMO**: -7.56 eV
**Calculated total energy**: -486.07427 hartree
**Net charge**: 0



(3)
DFT (the ωB97M-V functional and the def2-TZVPD basis) results for a single C3H4S3 molecule.

Geometry as XYZ:
```
10
Properties=species:S:1:pos:R:3:forces:R:3
S -0.932 2.685 1.310 -0.29 -0.64 -0.16
C -0.226 1.380 0.674 -0.74 0.16 0.71
C -0.694 -0.058 0.636 -1.11 1.57 -0.29
S -0.824 -0.661 -1.065 -0.31 0.18 0.35
C 0.739 -1.238 -1.361 1.25 0.22 1.37
S 2.087 -1.201 -0.407 -0.94 -0.04 -0.69
H 0.753 1.537 0.321 1.24 -0.10 -0.73
H 0.046 -0.638 1.148 0.30 -0.67 0.39
H -1.707 -0.111 1.060 0.42 -0.24 0.02
H 0.759 -1.694 -2.317 0.19 -0.43 -0.97
```
Positions in Å, forces in eV/Å.

Properties
**Gap between HOMO and LUMO**: 0.30325 Eh
**Relative energy (zero: lowest compared OMol25 entry of this formula, charge and spin)**: 29.9 kcal per mole
**Lowest unoccupied orbital energy**: -0.6596 eV
**SMILES string**: S=CCSC=S
**E_HOMO**: -8.91 eV
**Calculated total energy**: -1311.22245 hartree
**Net charge**: 0



(4)
DFT (the ωB97M-V functional and the def2-TZVPD basis) results for a single C5H5F molecule.

Geometry as XYZ:
```
11
Properties=species:S:1:pos:R:3:forces:R:3
C -0.330 -1.010 2.550 1.55 -2.06 3.55
C -0.311 -0.509 1.463 0.03 1.93 0.51
C -0.390 0.418 0.314 -1.61 -1.79 0.48
C 0.618 0.020 -0.705 -1.48 1.78 -5.59
C 0.265 0.144 -2.030 0.90 0.54 -0.36
F 1.898 -0.016 -0.411 0.80 -0.58 1.27
H -0.017 -1.514 3.595 -1.28 1.44 -3.26
H -0.353 1.502 0.445 0.44 -0.21 0.98
H -1.476 0.256 0.008 1.55 0.14 -0.57
H -0.764 0.470 -2.158 -0.06 -0.53 -0.12
H 0.860 0.238 -3.071 -0.84 -0.65 3.11
```
Positions in Å, forces in eV/Å.

Properties
**Gap between HOMO and LUMO**: 0.37838 Eh
**Relative energy (zero: lowest compared OMol25 entry of this formula, charge and spin)**: 65.4 kcal per mole
**Lowest unoccupied orbital energy**: 0.7973 eV
**SMILES string**: C#CCC(=C)F
**E_HOMO**: -9.50 eV
**Calculated total energy**: -293.23781 hartree
**Net charge**: 0



(5)
DFT (the ωB97M-V functional and the def2-TZVPD basis) results for 2 unconnected molecules or ions with the total composition C3H8NO2.

Geometry as XYZ:
```
14
Properties=species:S:1:pos:R:3:forces:R:3
C 1.666 -1.440 -0.292 1.09 0.94 0.88
C -1.655 0.843 1.790 -0.91 -1.41 -0.20
C 1.849 0.047 -0.053 2.45 -3.44 2.52
N 1.196 0.778 -0.957 -1.74 4.86 -2.61
O 1.228 2.108 -1.027 0.07 -2.48 0.52
O 2.534 0.376 0.931 -0.83 1.07 -1.26
H 1.323 -1.625 -1.299 -0.19 -0.53 -0.25
H 0.942 -1.727 0.493 -0.14 -0.58 -0.27
H 2.671 -1.899 -0.071 -1.23 0.22 -0.28
H -1.475 -0.255 1.944 -0.04 0.83 0.61
H -0.702 1.184 1.367 -0.65 0.22 -0.86
H -2.655 0.776 1.181 2.08 0.97 0.74
H 0.800 0.361 -1.840 0.52 -0.02 0.71
H -1.717 1.433 2.724 -0.50 -0.65 -0.25
```
Positions in Å, forces in eV/Å.

Properties
**Gap between HOMO and LUMO (alpha / beta)**: 0.07793 / 0.31713 Eh
**Relative energy (zero: lowest compared OMol25 entry of this formula, charge and spin)**: 0.0 kcal per mole
**Lowest unoccupied orbital energy (alpha / beta)**: 3.7500 / 2.4563 eV
**Multiplicity**: 3
**E_HOMO (alpha / beta)**: 1.63 / -6.17 eV
**Calculated total energy**: -324.16655 hartree
**Net charge**: -1



(6)
DFT (the ωB97M-V functional and the def2-TZVPD basis) results for 4 unconnected molecules or ions with the total composition C19H36ClO9PS3.

Geometry as XYZ:
```
69
Properties=species:S:1:pos:R:3:forces:R:3
C -1.373 -2.483 1.436 -0.23 0.36 0.65
C -2.579 -1.561 1.669 0.23 -0.59 -0.46
C -3.160 -0.924 0.408 0.10 0.68 0.70
C -2.591 0.430 -0.059 -0.91 -0.58 -0.87
O -1.667 0.200 -1.144 0.81 -0.16 0.37
C -0.403 0.258 -0.671 1.86 -0.27 -1.44
O 0.580 -0.055 -1.337 -2.07 0.56 1.32
C -0.398 0.797 0.749 -0.61 -0.93 0.16
C -1.850 1.283 0.935 1.17 0.86 -0.64
P -1.897 3.120 0.603 -1.04 0.42 0.09
O -0.829 3.563 1.761 -0.18 -0.02 -0.18
Cl -0.833 3.353 -1.173 0.20 -0.23 0.23
H -1.485 -3.343 2.077 0.16 -0.12 0.18
H -0.423 -2.034 1.705 0.22 0.16 -0.15
H -1.330 -2.864 0.430 0.06 0.00 -0.39
H -2.365 -0.833 2.442 0.04 0.30 0.14
H -3.362 -2.181 2.089 -0.26 -0.10 0.09
H -4.220 -0.767 0.582 -0.28 0.09 -0.01
H -3.078 -1.595 -0.437 0.00 -0.22 -0.18
H -3.429 0.939 -0.524 -0.03 0.41 -0.07
H -0.198 -0.048 1.400 0.20 -0.10 0.13
H 0.403 1.511 0.868 0.11 0.28 -0.01
H -2.293 1.227 1.924 0.15 -0.21 0.32
H -0.548 2.804 2.281 0.41 0.01 0.19
O 2.562 4.724 3.897 -0.08 -0.06 0.09
S 1.908 5.999 3.737 -0.02 0.21 -0.10
O 0.903 6.441 4.668 0.01 -0.17 0.11
C 3.160 7.267 3.564 0.21 0.13 -0.18
C 3.434 7.323 2.064 -0.08 -0.06 -0.03
C 2.060 7.247 1.383 0.06 0.01 0.09
C 1.277 6.114 2.059 -0.01 0.20 -0.36
H 4.029 6.998 4.159 -0.07 -0.08 0.08
H 2.732 8.201 3.926 -0.04 -0.02 0.04
H 3.972 8.230 1.791 0.01 0.00 0.00
H 4.042 6.467 1.765 0.02 0.00 0.02
H 1.532 8.193 1.520 0.00 0.01 0.02
H 2.149 7.075 0.312 -0.02 -0.01 -0.01
H 0.210 6.315 2.099 -0.04 -0.12 0.11
H 1.451 5.156 1.576 0.00 -0.05 0.08
O -1.881 -5.623 3.165 0.02 0.19 -0.06
S -1.832 -6.101 1.806 0.02 -0.51 -0.16
O -1.423 -5.246 0.724 0.00 -0.10 -0.04
C -0.866 -7.606 1.759 0.00 -0.32 0.10
C -1.884 -8.715 2.010 -0.08 0.07 0.01
C -3.116 -8.352 1.169 0.07 0.01 0.00
C -3.410 -6.864 1.405 -0.21 -0.27 -0.08
H -0.082 -7.554 2.510 0.00 0.14 0.00
H -0.430 -7.684 0.764 0.00 0.07 -0.02
H -1.484 -9.691 1.742 0.01 -0.01 0.00
H -2.152 -8.740 3.068 0.03 0.00 0.01
H -2.898 -8.522 0.114 0.02 0.01 0.00
H -3.977 -8.966 1.429 -0.02 0.00 0.00
H -3.818 -6.379 0.522 0.04 0.13 0.04
H -4.074 -6.712 2.253 0.07 0.06 0.05
O 1.868 -1.010 -7.076 0.00 -0.01 -0.14
S 2.237 0.359 -6.822 -0.01 0.16 0.16
O 2.350 1.311 -7.898 -0.03 -0.12 -0.13
C 1.169 1.016 -5.546 -0.05 0.03 0.29
C 1.883 0.678 -4.241 0.12 -0.01 -0.11
C 3.366 0.986 -4.486 -0.07 0.01 -0.04
C 3.746 0.375 -5.842 0.20 0.10 0.30
H 0.183 0.565 -5.634 0.02 -0.04 -0.13
H 1.104 2.093 -5.697 0.01 0.00 -0.07
H 1.482 1.248 -3.407 -0.03 -0.05 0.04
H 1.757 -0.381 -4.010 -0.06 0.01 0.05
H 3.514 2.068 -4.516 -0.01 0.01 -0.02
H 3.996 0.592 -3.690 0.01 0.00 0.00
H 4.496 0.961 -6.367 -0.03 -0.05 -0.13
H 4.083 -0.654 -5.742 -0.08 -0.04 -0.07
```
Positions in Å, forces in eV/Å.

Properties
**Gap between HOMO and LUMO**: 0.36575 Eh
**Lowest unoccupied orbital energy**: 0.4831 eV
**SMILES string**: CCC[C@@H]1OC(=O)C[C@H]1P(O)Cl.O=S1(=O)CCCC1.O=S1(=O)CCCC1.O=S1(=O)CCCC1
**E_HOMO**: -9.47 eV
**Calculated total energy**: -3418.84792 hartree
**Net charge**: 0



The following largest force on an atom values (in Eh/bohr) correspond, in order, to the records above: 0.0951, 0.1706, 0.0378, 0.1176, 0.1124, 0.0490.